[1]
Here is the molecule C2H4N2O2 in a non-equilibrium geometry from the Open Molecules 2025 dataset. Energies are from ωB97M-V/def2-TZVPD.

XYZ file:
```
10
C2H4N2O2 ωB97M-V/def2-TZVPD
C -0.382 0.306 -0.055
C 0.968 -0.390 0.294
H -1.876 1.116 0.848
H -0.552 1.359 1.731
H -0.340 -1.123 -1.232
H 1.065 -0.931 -1.759
N -0.791 1.375 0.667
N -0.981 -0.334 -1.038
O 1.491 -0.843 -0.877
O 1.398 -0.534 1.423
```

Calculated values
gap between HOMO and LUMO	10.62	eV
spin multiplicity	1
electronic energy	-338.54961	a.u.
F_max	6.1	eV Å⁻¹
SMILES	[H]/N=C(/N)C(=O)O
relative energy (zero: lowest compared OMol25 entry of this formula, charge and spin)	2.819	eV
LUMO	0.34	eV

Löwdin atomic charge list, values in e, 5 entries: -0.431 -0.429 0.167 0.144 0.034

[2]
Here is the molecule C2H4N2O2 in a non-equilibrium geometry from the Open Molecules 2025 dataset. Energies are from ωB97M-V/def2-TZVPD.

XYZ file:
```
10
C2H4N2O2 ωB97M-V/def2-TZVPD
C -1.151 -0.143 -0.458
C 1.084 -0.404 0.515
H -1.232 -1.193 -0.034
H -2.115 0.377 -0.577
H -0.286 -0.300 2.277
H 1.975 -0.949 0.739
N 0.257 0.182 1.407
N 1.157 -0.297 -0.869
O -0.800 0.651 0.737
O -0.179 0.118 -1.551
```

Calculated values
gap between HOMO and LUMO	9.69	eV
spin multiplicity	1
electronic energy	-338.39605	a.u.
F_max	5.4	eV Å⁻¹
SMILES	C1=NOCON1
relative energy (zero: lowest compared OMol25 entry of this formula, charge and spin)	6.997	eV
LUMO	0.51	eV

Löwdin atomic charge list, values in e, 5 entries: -0.163 -0.202 0.146 0.134 0.222

[3]
Here is the molecule C2H4N2O2 in a non-equilibrium geometry from the Open Molecules 2025 dataset. Energies are from ωB97M-V/def2-TZVPD.

XYZ file:
```
10
C2H4N2O2 ωB97M-V/def2-TZVPD
C -0.282 -0.872 -0.889
C 0.377 1.002 0.769
H -1.458 -0.836 1.667
H -0.292 -1.904 -0.518
H -0.113 -1.034 -2.800
H 0.057 1.115 1.816
N -0.163 -0.251 0.374
N -0.072 -0.331 -2.000
O -0.528 -1.105 1.385
O 0.887 1.849 0.107
```

Calculated values
gap between HOMO and LUMO	10.34	eV
spin multiplicity	1
electronic energy	-338.50973	a.u.
F_max	2.4	eV Å⁻¹
SMILES	[H]/N=C/N(O)C=O
relative energy (zero: lowest compared OMol25 entry of this formula, charge and spin)	3.904	eV
LUMO	0.45	eV

Löwdin atomic charge list, values in e, 5 entries: -0.247 -0.272 0.152 0.130 0.086

[4]
Here is the molecule C2H4N2O2 from the Open Molecules 2025 dataset. Energies are from ωB97M-V/def2-TZVPD.

XYZ file:
```
10
C2H4N2O2 ωB97M-V/def2-TZVPD
N -0.567 -1.473 0.390
C -1.150 -0.252 0.280
O -2.059 0.175 0.934
N 1.347 0.746 0.206
C 0.562 0.996 -0.750
O -0.679 0.475 -0.828
H -0.789 -1.966 1.242
H 0.375 -1.581 0.044
H 2.223 1.249 0.105
H 0.737 1.630 -1.622
```

Calculated values
gap between HOMO and LUMO	11.30	eV
spin multiplicity	1
electronic energy	-338.61635	a.u.
F_max	0.5	eV Å⁻¹
SMILES	[H]/N=C/OC(N)=O
relative energy (zero: lowest compared OMol25 entry of this formula, charge and spin)	1.003	eV
LUMO	0.85	eV

Löwdin atomic charge list, values in e, 5 entries: 0.185 -0.590 0.126 0.118 -0.288

[5]
Here is the molecule C2H4N2O2 in a non-equilibrium geometry from the Open Molecules 2025 dataset. Energies are from ωB97M-V/def2-TZVPD.

XYZ file:
```
10
C2H4N2O2 ωB97M-V/def2-TZVPD
C -0.334 -0.586 0.602
C 0.039 1.809 0.861
H 0.203 -2.199 -2.132
H 1.084 -0.915 -1.475
H -0.806 -0.596 1.647
H 0.643 2.639 0.389
N 0.010 -1.267 -1.655
N -0.575 -1.483 -0.392
O 0.342 0.550 0.253
O -0.605 2.050 1.903
```

Calculated values
gap between HOMO and LUMO	9.60	eV
spin multiplicity	1
electronic energy	-338.51315	a.u.
F_max	4.9	eV Å⁻¹
SMILES	N/N=C\OC=O
relative energy (zero: lowest compared OMol25 entry of this formula, charge and spin)	3.811	eV
LUMO	0.42	eV

Löwdin atomic charge list, values in e, 5 entries: -0.188 -0.210 0.091 0.139 0.150

[6]
Here is the molecule C2H4N2O2 in a non-equilibrium geometry from the Open Molecules 2025 dataset. Energies are from ωB97M-V/def2-TZVPD.

XYZ file:
```
10
C2H4N2O2 ωB97M-V/def2-TZVPD
C -1.271 1.044 -0.043
C 1.994 -0.290 -0.140
H -1.120 -1.582 0.335
H -1.360 2.276 0.268
H 2.645 0.506 -0.277
H 2.529 -1.230 0.174
N -2.205 0.176 -0.182
N 0.658 -0.507 -0.045
O -1.985 -1.211 -0.062
O 0.114 0.817 -0.028
```

Calculated values
gap between HOMO and LUMO	9.32	eV
spin multiplicity	1
electronic energy	-338.38972	a.u.
F_max	7.1	eV Å⁻¹
SMILES	C=NO/C=N\O
relative energy (zero: lowest compared OMol25 entry of this formula, charge and spin)	7.170	eV
LUMO	0.13	eV

Löwdin atomic charge list, values in e, 5 entries: -0.206 0.044 0.108 0.199 0.051

[7]
Here is a cluster of 2 separate species, C2H4N2O2 in total in a non-equilibrium geometry from the Open Molecules 2025 dataset. Energies are from ωB97M-V/def2-TZVPD.

XYZ file:
```
10
C2H4N2O2 ωB97M-V/def2-TZVPD
C 1.179 0.096 -0.371
C -3.185 0.090 0.015
N -2.329 0.894 0.211
N 0.084 -0.452 -0.080
O -4.127 -0.569 -0.127
O 0.126 -1.787 0.271
H 2.139 -0.408 -0.368
H 1.136 1.138 -0.641
H -0.793 -2.037 0.451
H -1.332 0.784 0.131
```

Calculated values
gap between HOMO and LUMO	11.27	eV
spin multiplicity	1
electronic energy	-338.53545	a.u.
F_max	1.2	eV Å⁻¹
SMILES	N=C=O.C=NO
relative energy (zero: lowest compared OMol25 entry of this formula, charge and spin)	3.204	eV
LUMO	0.61	eV

Löwdin atomic charge list, values in e, 5 entries: -0.007 -0.444 0.184 -0.127 0.142

[8]
Here is a structure of composition C2H4N2O2 in a non-equilibrium geometry from the Open Molecules 2025 dataset. Energies are from ωB97M-V/def2-TZVPD.

XYZ file:
```
10
C2H4N2O2 ωB97M-V/def2-TZVPD
C -0.913 -0.590 -0.541
C 2.252 0.621 0.519
H -2.772 -1.102 0.223
H -2.397 0.750 0.505
H 1.854 1.289 1.171
H 3.254 0.375 0.055
N -2.041 -0.051 -0.145
N 1.478 -0.018 -0.408
O -0.833 -1.605 -1.211
O 0.117 0.330 -0.167
```

Calculated values
gap between HOMO and LUMO	10.65	eV
spin multiplicity	1
electronic energy	-338.45573	a.u.
F_max	9.3	eV Å⁻¹
relative energy (zero: lowest compared OMol25 entry of this formula, charge and spin)	5.373	eV
LUMO	0.38	eV

Löwdin atomic charge list, values in e, 5 entries: -0.665 0.043 0.274 0.145 0.032

[9]
Here is the molecule C2H4N2O2 in a non-equilibrium geometry from the Open Molecules 2025 dataset. Energies are from ωB97M-V/def2-TZVPD.

XYZ file:
```
10
C2H4N2O2 ωB97M-V/def2-TZVPD
N 1.889 0.005 -0.093
C 0.653 -0.289 0.391
O 0.461 -0.907 1.421
N -0.429 0.170 -0.403
C -1.745 -0.016 -0.108
O -2.511 0.433 -0.943
H 2.684 -0.218 0.487
H 2.018 0.614 -0.881
H -0.639 0.659 -1.304
H -2.036 -0.527 0.813
```

Calculated values
gap between HOMO and LUMO	11.04	eV
spin multiplicity	1
electronic energy	-338.62610	a.u.
F_max	2.3	eV Å⁻¹
SMILES	NC(=O)NC=O
relative energy (zero: lowest compared OMol25 entry of this formula, charge and spin)	0.737	eV
LUMO	0.66	eV

Löwdin atomic charge list, values in e, 5 entries: 0.166 -0.577 0.061 0.112 -0.313

[10]
Here is the molecule C2H4N2O2 in a non-equilibrium geometry from the Open Molecules 2025 dataset. Energies are from ωB97M-V/def2-TZVPD.

XYZ file:
```
10
C2H4N2O2 ωB97M-V/def2-TZVPD
C 1.012 0.117 0.442
C -0.112 -0.571 -0.195
O -0.018 -1.688 -0.907
N 0.250 0.887 -0.567
N -1.020 1.211 -0.007
O -1.353 -0.190 0.329
H -0.748 -1.743 -1.541
H -0.945 1.726 0.879
H 0.944 0.404 1.487
H 1.990 -0.154 0.079
```

Calculated values
gap between HOMO and LUMO	9.82	eV
spin multiplicity	1
electronic energy	-338.43906	a.u.
F_max	1.6	eV Å⁻¹
SMILES	O[C@@]12CN1NO2
relative energy (zero: lowest compared OMol25 entry of this formula, charge and spin)	5.827	eV
LUMO	0.81	eV

Löwdin atomic charge list, values in e, 5 entries: -0.050 -0.568 0.135 0.004 0.018

[11]
Here is a cluster of 2 separate species, C2H4N2O2 in total in a non-equilibrium geometry from the Open Molecules 2025 dataset. Energies are from ωB97M-V/def2-TZVPD.

XYZ file:
```
10
C2H4N2O2 ωB97M-V/def2-TZVPD
C 0.961 -0.903 -1.235
C -0.717 1.861 0.384
N -1.398 1.408 1.223
N 0.323 -0.641 -0.219
O 0.070 2.349 -0.293
O 0.349 -1.764 0.680
H 1.313 -1.851 -1.389
H 1.027 -0.257 -2.099
H 0.504 -1.372 1.525
H -2.433 1.169 1.423
```

Calculated values
gap between HOMO and LUMO (spin up / spin down)	6.23 / 7.86	eV
spin multiplicity	3
electronic energy	-338.33410	a.u.
F_max	12.0	eV Å⁻¹
relative energy (zero: lowest compared OMol25 entry of this formula, charge and spin)	3.362	eV
LUMO (spin up / spin down)	0.70 / -2.84	eV

Löwdin atomic charge list, values in e, 5 entries: -0.150 -0.511 0.174 -0.035 0.157

[12]
Here is a cluster of 3 separate species, C2H4N2O2S in total in a non-equilibrium geometry from the Open Molecules 2025 dataset. Energies are from ωB97M-V/def2-TZVPD.

XYZ file:
```
11
C2H4N2O2S ωB97M-V/def2-TZVPD
C 0.190 1.278 0.041
C -0.883 1.011 0.732
N 0.023 -1.512 -3.030
N -0.873 -1.061 -2.581
O -0.019 -1.646 1.907
O 1.969 -1.716 0.393
S 1.147 -1.003 1.331
H 0.131 1.172 -1.083
H 1.087 1.835 0.289
H -1.046 1.055 1.850
H -1.726 0.586 0.152
```

Calculated values
gap between HOMO and LUMO	9.77	eV
spin multiplicity	1
electronic energy	-736.76487	a.u.
F_max	3.4	eV Å⁻¹
relative energy (zero: lowest compared OMol25 entry of this formula, charge and spin)	1.090	eV
LUMO	-0.69	eV

Löwdin atomic charge list, values in e, 5 entries: -0.185 -0.133 0.031 0.019 -0.431

[13]
Here is the molecule C2H4N2O2S in a non-equilibrium geometry from the Open Molecules 2025 dataset. Energies are from ωB97M-V/def2-TZVPD.

XYZ file:
```
11
C2H4N2O2S ωB97M-V/def2-TZVPD
C -0.999 0.225 -0.355
C 0.655 0.814 -0.216
N 1.555 -0.269 -0.024
N -1.190 -0.774 0.473
O 2.496 -0.407 -0.822
O -0.254 -1.426 1.169
S -1.898 1.140 -1.341
H 0.889 1.626 -1.054
H 0.379 1.355 0.810
H -2.285 -0.984 0.564
H 0.651 -1.300 0.795
```

Calculated values
gap between HOMO and LUMO (spin up / spin down)	8.89 / 6.45	eV
spin multiplicity	3
electronic energy	-736.54095	a.u.
F_max	5.2	eV Å⁻¹
relative energy (zero: lowest compared OMol25 entry of this formula, charge and spin)	1.989	eV
LUMO (spin up / spin down)	0.64 / -2.26	eV

Löwdin atomic charge list, values in e, 5 entries: -0.857 -0.157 -0.144 -0.102 0.084

[14]
Here is the molecule C2H4N2O3 in a non-equilibrium geometry from the Open Molecules 2025 dataset. Energies are from ωB97M-V/def2-TZVPD.

XYZ file:
```
11
C2H4N2O3 ωB97M-V/def2-TZVPD
C -0.331 -0.275 -0.101
C 0.494 0.819 -0.822
H -1.937 -1.362 -0.529
H -1.379 -0.364 -1.830
H 0.657 -0.764 2.684
H 1.497 1.222 0.755
N -1.303 -0.754 -0.938
N -0.237 -0.786 1.080
O 0.789 -0.252 1.866
O 1.525 1.380 -0.227
O 0.224 1.136 -1.939
```

Calculated values
gap between HOMO and LUMO	9.74	eV
spin multiplicity	1
electronic energy	-413.80547	a.u.
F_max	2.3	eV Å⁻¹
SMILES	N/C(=N/O)C(=O)O
relative energy (zero: lowest compared OMol25 entry of this formula, charge and spin)	2.346	eV
LUMO	0.67	eV

Löwdin atomic charge list, values in e, 5 entries: -0.284 -0.466 0.083 0.077 0.109

[15]
Here is the molecule C2H4N2O3 in a non-equilibrium geometry from the Open Molecules 2025 dataset. Energies are from ωB97M-V/def2-TZVPD.

XYZ file:
```
11
C2H4N2O3 ωB97M-V/def2-TZVPD
C 0.289 0.021 -0.104
C -1.878 -0.251 -0.014
H 2.683 0.953 0.832
H 1.650 -1.139 -0.934
H -2.131 -0.532 1.142
H -2.552 -0.481 -0.792
N 1.546 -0.503 0.064
N -0.059 1.242 0.147
O 2.441 0.500 -0.170
O -1.453 1.125 -0.215
O -0.535 -0.934 0.045
```

Calculated values
gap between HOMO and LUMO	9.53	eV
spin multiplicity	1
electronic energy	-413.62608	a.u.
F_max	6.1	eV Å⁻¹
SMILES	ONC1=NOCO1
relative energy (zero: lowest compared OMol25 entry of this formula, charge and spin)	7.228	eV
LUMO	0.62	eV

Löwdin atomic charge list, values in e, 5 entries: -0.577 -0.056 0.222 0.240 0.178

[16]
Here is a structure of composition C2H4N2O3S in a non-equilibrium geometry from the Open Molecules 2025 dataset. Energies are from ωB97M-V/def2-TZVPD.

XYZ file:
```
12
C2H4N2O3S ωB97M-V/def2-TZVPD
C -0.018 -0.338 -0.647
C 0.713 -0.111 -1.913
N 0.804 -0.876 0.333
N -1.102 0.706 2.126
O -1.184 -0.205 -0.493
O -0.641 1.581 1.452
O -1.979 0.782 2.951
S -0.683 -0.967 2.200
H 1.747 -0.031 -1.565
H 0.368 0.850 -2.366
H 0.302 -0.994 -2.505
H 1.673 -0.398 0.428
```

Calculated values
gap between HOMO and LUMO	7.83	eV
spin multiplicity	1
electronic energy	-811.81908	a.u.
F_max	4.5	eV Å⁻¹
relative energy (zero: lowest compared OMol25 entry of this formula, charge and spin)	6.118	eV
LUMO	-2.18	eV

Löwdin atomic charge list, values in e, 5 entries: -0.729 -0.002 0.063 -0.775 0.026

[17]
Here is the molecule C2H4N2O3S in a non-equilibrium geometry from the Open Molecules 2025 dataset. Energies are from ωB97M-V/def2-TZVPD.

XYZ file:
```
12
C2H4N2O3S ωB97M-V/def2-TZVPD
C -0.900 1.450 1.419
C -0.100 -1.819 -0.968
N -0.708 0.677 0.438
N 0.918 -0.998 -0.468
O 1.786 1.234 0.458
O 0.666 1.206 -1.688
O 0.134 -1.781 0.367
S 0.771 0.637 -0.383
H -1.825 1.364 1.943
H -0.005 2.020 1.950
H -1.026 -1.426 -1.458
H 0.290 -2.562 -1.610
```

Calculated values
gap between HOMO and LUMO	10.61	eV
spin multiplicity	1
electronic energy	-811.85487	a.u.
F_max	3.8	eV Å⁻¹
SMILES	C=NS(=O)(=O)N1CO1
relative energy (zero: lowest compared OMol25 entry of this formula, charge and spin)	5.144	eV
LUMO	0.11	eV

Löwdin atomic charge list, values in e, 5 entries: -0.031 -0.199 -0.107 -0.176 -0.295

[18]
Here is a structure of composition C2H4N2O4 in a non-equilibrium geometry from the Open Molecules 2025 dataset. Energies are from ωB97M-V/def2-TZVPD.

XYZ file:
```
12
C2H4N2O4 ωB97M-V/def2-TZVPD
C 0.199 -0.338 -0.083
C -2.378 -0.548 -0.152
H 2.081 1.742 -0.556
H -0.784 1.417 0.255
H -2.982 -1.458 -0.297
H 2.762 -1.391 0.882
N 0.214 1.019 -0.467
N 1.108 -1.311 0.106
O 1.331 1.855 -0.002
O -1.141 -1.045 -0.374
O -2.832 0.766 0.495
O 2.422 -0.709 0.193
```

Calculated values
gap between HOMO and LUMO	9.15	eV
spin multiplicity	1
electronic energy	-488.79003	a.u.
F_max	10.2	eV Å⁻¹
relative energy (zero: lowest compared OMol25 entry of this formula, charge and spin)	7.706	eV
LUMO	-0.48	eV

Löwdin atomic charge list, values in e, 5 entries: -0.264 -0.058 0.066 0.256 0.136

[19]
Here is the molecule C2H4N2O4S in a non-equilibrium geometry from the Open Molecules 2025 dataset. Energies are from ωB97M-V/def2-TZVPD.

XYZ file:
```
13
C2H4N2O4S ωB97M-V/def2-TZVPD
C 0.040 2.006 0.316
C -1.516 0.337 -0.176
N 2.529 0.733 -0.820
N 1.688 -0.604 -0.995
O 0.482 3.077 0.491
O 0.669 0.877 0.890
O 2.608 -0.464 1.575
O -1.038 1.747 -0.316
S 1.889 -0.065 0.410
H -1.668 0.132 0.840
H -0.761 -0.238 -0.615
H -2.386 0.451 -0.742
H 3.555 0.515 -1.109
```

Calculated values
gap between HOMO and LUMO	9.83	eV
spin multiplicity	1
electronic energy	-887.08209	a.u.
F_max	2.8	eV Å⁻¹
SMILES	COC(=O)O[S@@]1(=O)=NN1
relative energy (zero: lowest compared OMol25 entry of this formula, charge and spin)	2.511	eV
LUMO	0.01	eV

Löwdin atomic charge list, values in e, 5 entries: -0.637 0.056 -0.141 -0.182 0.205

[20]
Here is the molecule C2H4N2OS in a non-equilibrium geometry from the Open Molecules 2025 dataset. Energies are from ωB97M-V/def2-TZVPD.

XYZ file:
```
10
C2H4N2OS ωB97M-V/def2-TZVPD
C -0.723 0.285 0.041
C 1.605 0.598 0.257
H -2.448 -0.317 -0.786
H -1.441 -1.577 -0.337
H 0.649 -1.248 0.285
H 1.436 1.621 0.362
N -1.758 -0.626 -0.034
N 0.537 -0.224 0.465
O -0.923 1.456 -0.098
S 3.066 0.032 -0.154
```

Calculated values
gap between HOMO and LUMO	8.99	eV
spin multiplicity	1
electronic energy	-661.55995	a.u.
F_max	3.1	eV Å⁻¹
SMILES	NC(=O)NC=S
relative energy (zero: lowest compared OMol25 entry of this formula, charge and spin)	0.696	eV
LUMO	0.04	eV

Löwdin atomic charge list, values in e, 5 entries: -0.613 -0.706 0.142 0.107 0.143